The following is a DFT calculation (ωB97M-V/def2-TZVPD) of a structure of composition C17H11ClN7O4Pd.

XYZ file:
```
41
Properties=species:S:1:pos:R:3:lowdin_charge:R:1
Pd 0.03 0.04 -0.08 1.0185
N -1.09 -0.38 3.83 0.0689
C -1.23 -0.79 2.57 -0.0720
N -0.56 0.04 1.80 -0.0322
C -0.01 0.96 2.66 -0.2706
N -0.32 0.72 3.90 0.1631
C 0.83 2.04 2.14 -0.1765
C 1.44 3.00 2.94 -0.0364
N 2.22 3.93 2.41 0.1164
C 2.40 3.91 1.10 -0.0762
C 1.79 2.96 0.29 -0.0725
N 1.00 2.03 0.80 0.0702
H -1.47 -0.79 4.67 0.1806
H -1.79 -1.66 2.26 0.1552
H 1.30 3.00 4.01 0.1305
H 3.04 4.68 0.68 0.1220
H 1.93 2.96 -0.79 0.1173
O 4.00 -2.93 -2.88 0.1585
C 3.59 -1.94 -3.63 -0.4995
O 4.06 -1.71 -4.71 0.0942
C 2.48 -1.08 -3.10 -0.0272
C 1.90 -0.01 -3.78 -0.5243
Cl 2.36 0.53 -5.32 0.9091
N 0.91 0.54 -3.02 -0.0094
N 0.87 -0.15 -1.86 -0.0343
C 1.78 -1.12 -1.89 -0.0996
C 1.84 -2.01 -0.67 -0.5256
O 2.63 -2.94 -0.62 0.1178
O 1.02 -1.69 0.27 -0.0886
C -0.04 1.59 -3.26 -0.1543
C -0.10 2.27 -4.47 -0.0266
C -1.05 3.27 -4.66 -0.0480
C -1.94 3.61 -3.66 -0.0578
C -1.89 2.92 -2.46 -0.0609
C -0.96 1.92 -2.26 -0.0490
H 3.51 -3.03 -2.02 0.0707
H 0.56 2.05 -5.29 0.0460
H -1.07 3.78 -5.61 0.1196
H -2.67 4.39 -3.82 0.1166
H -2.59 3.15 -1.66 0.1156
H -0.98 1.41 -1.30 0.0507
```

The energy above the lowest of the compared OMol25 structures with the same formula, charge and spin comes out at 37.6 kcal/mol. For the HOMO-LUMO gap, the calculation gives 7.6 eV. As for the total charge: +1. The energy comes out at -52424.00643 eV.

The following is a DFT calculation (ωB97M-V/def2-TZVPD) of a structure of composition C17H11F10GaN3Se3Te at a distorted geometry.

XYZ file:
```
46
Properties=species:S:1:pos:R:3:lowdin_charge:R:1
Ga 1.57 -0.27 0.19 0.0745
C 3.27 1.39 -1.89 -0.0937
N 1.90 1.35 -1.39 -0.2630
C 1.57 2.56 -0.62 -0.2062
C 0.27 2.38 0.16 -0.2100
N 0.36 1.18 0.98 -0.0556
C -0.61 0.94 1.90 -0.1725
C -0.35 0.03 2.96 -0.1665
F 0.89 -0.47 3.03 0.0296
C -1.25 -0.31 3.94 -0.1539
F -0.92 -1.17 4.90 0.1189
C -2.51 0.28 3.95 -0.1573
F -3.41 -0.04 4.88 0.0969
C -2.80 1.21 2.98 -0.1598
F -4.00 1.81 2.97 0.1048
C -1.88 1.55 2.00 -0.1317
F -2.28 2.48 1.10 0.0702
C 0.96 1.15 -2.50 -0.1613
C 0.60 -0.32 -2.61 -0.2249
N 0.16 -0.77 -1.30 -0.0687
C -0.93 -1.54 -1.15 -0.1719
C -1.10 -2.28 0.04 -0.1437
F -0.11 -2.19 0.95 0.0500
C -2.15 -3.13 0.31 -0.1561
F -2.18 -3.81 1.46 0.1186
C -3.16 -3.29 -0.62 -0.1616
F -4.18 -4.13 -0.39 0.0922
C -3.07 -2.57 -1.79 -0.1614
F -4.04 -2.69 -2.71 0.1023
C -2.01 -1.72 -2.05 -0.1302
F -2.08 -1.03 -3.21 0.0579
H 3.40 2.23 -2.59 0.0939
H 3.51 0.46 -2.39 0.0771
H 3.97 1.52 -1.06 0.0315
H 1.50 3.43 -1.28 0.1315
H 2.38 2.72 0.10 0.0752
H -0.59 2.36 -0.52 0.1033
H 0.15 3.26 0.80 0.1290
H 1.39 1.52 -3.44 0.1248
H 0.04 1.71 -2.31 0.1160
H 1.49 -0.89 -2.91 0.0743
H -0.15 -0.45 -3.39 0.1102
Se 3.39 0.63 1.75 0.1322
Se 5.39 -0.20 0.92 -0.2167
Te 4.78 -2.63 0.68 0.2501
Se 2.82 -2.25 -0.83 0.0014
```

For the HOMO-LUMO gap, the calculation gives 6.9 eV. As for the total charge: -1. The energy comes out at -305163.97107 eV.

The following is a DFT calculation (ωB97M-V/def2-TZVPD) of a structure of composition C17H12Cl2N3O2Pd at a distorted geometry.

XYZ file:
```
37
Properties=species:S:1:pos:R:3:lowdin_charge:R:1
Pd 0.63 0.21 -0.22 0.6786
O 0.52 -5.19 -4.61 0.0351
C 1.44 -5.10 -3.85 -0.6983
O 2.45 -5.65 -3.50 0.0336
C 1.22 -3.72 -2.91 -0.0291
C 2.00 -3.55 -1.78 0.0771
C 1.76 -2.42 -1.00 -0.1761
N 0.78 -1.58 -1.32 0.0467
C 0.01 -1.74 -2.39 -0.1702
C 0.23 -2.83 -3.25 0.0762
C -1.10 -0.79 -2.57 -0.1858
C -2.17 -1.06 -3.42 0.0320
C -3.24 -0.18 -3.46 -0.0092
C -3.21 0.95 -2.67 -0.0223
C -2.10 1.17 -1.87 -0.1061
N -1.08 0.33 -1.81 0.0373
C 2.49 -2.15 0.26 -0.1964
C 3.68 -2.80 0.59 0.0326
C 4.30 -2.50 1.80 -0.0091
C 3.70 -1.59 2.65 -0.0235
C 2.51 -1.00 2.26 -0.1247
N 1.94 -1.25 1.09 0.0356
H 2.75 -4.28 -1.53 0.1233
H -0.35 -2.99 -4.14 0.1237
H -2.18 -1.96 -4.02 0.1250
H -4.09 -0.38 -4.10 0.1263
H -4.03 1.66 -2.66 0.1187
H -2.04 2.06 -1.24 0.1166
H 4.11 -3.52 -0.08 0.1254
H 5.23 -2.97 2.06 0.1260
H 4.14 -1.35 3.60 0.1181
H 1.97 -0.33 2.92 0.1162
Cl 2.83 1.57 -0.61 0.6020
C 2.35 2.50 0.83 -0.8792
Cl 0.64 2.15 1.15 0.6244
H 2.47 3.56 0.63 0.0528
H 2.95 2.18 1.68 0.0470
```

The energy above the lowest of the compared OMol25 structures with the same formula, charge and spin comes out at 15.7 kcal/mol. For the HOMO-LUMO gap (spin up / spin down), the calculation gives 4.0 / 4.0 eV. As for the total charge: +1. The energy comes out at -54905.73719 eV.

The following is a DFT calculation (ωB97M-V/def2-TZVPD) of a structure of composition C17H12Cl2N3O2S2Ti.

XYZ file:
```
39
Properties=species:S:1:pos:R:3:lowdin_charge:R:1
Ti -0.13 0.11 0.55 0.5165
O 3.87 -0.05 1.59 0.0403
C 2.73 -0.28 1.22 -0.5961
O 1.73 0.52 1.20 -0.1781
C 2.40 -1.68 0.71 -0.1748
C 3.38 -2.66 0.67 -0.0037
C 3.05 -3.92 0.21 -0.0656
C 1.74 -4.17 -0.17 -0.0596
C 0.82 -3.14 -0.10 -0.1409
N 1.14 -1.91 0.33 0.0377
H 4.38 -2.39 0.99 0.1150
H 3.79 -4.71 0.17 0.1019
H 1.42 -5.14 -0.53 0.1004
H -0.22 -3.27 -0.39 0.0400
Cl -3.81 1.08 0.89 0.6479
C -4.52 -0.34 0.21 -0.6718
C -5.89 -0.35 0.05 -0.1349
C -6.53 -1.45 -0.48 -0.1088
C -5.77 -2.55 -0.86 -0.1447
C -4.39 -2.52 -0.69 -0.6816
Cl -3.53 -3.95 -1.19 0.6193
C -3.70 -1.41 -0.16 -0.7053
S -1.97 -1.47 0.02 0.5435
H -6.46 0.53 0.36 0.0946
H -7.60 -1.46 -0.61 0.0952
H -6.23 -3.43 -1.27 0.0913
C 3.26 5.42 0.65 -0.0428
C 2.53 4.26 0.04 -0.3449
C 3.06 3.53 -1.02 -0.0354
C 2.27 2.49 -1.49 -0.1489
N 1.09 2.19 -0.99 0.0147
C 0.66 2.94 0.06 -0.8340
S -0.85 2.44 0.78 0.4885
N 1.34 3.97 0.57 0.1013
H 4.22 5.60 0.17 0.0660
H 3.42 5.23 1.71 0.0799
H 2.65 6.32 0.57 0.0760
H 4.03 3.76 -1.44 0.0955
H 2.62 1.88 -2.32 0.1061
```

The energy above the lowest of the compared OMol25 structures with the same formula, charge and spin comes out at 27.3 kcal/mol. For the HOMO-LUMO gap (spin up / spin down), the calculation gives 6.2 / 7.5 eV. The spin multiplicity is 3. As for the total charge: -1. The energy comes out at -96224.69381 eV.